Record 1
Entry from OMol25: a molecular structure, C2H3FS3 (ωB97M-V/def2-TZVPD).

Properties
E_HOMO: -8.95 eV
Energy above the lowest of the compared OMol25 structures with the same formula, charge and spin: 33.11 kcal per mole
LUMO level: -1.245 eV
Strongest force on any atom: 0.0737 Eh/bohr

Structure (ORCA input):
```
! wB97M-V def2-TZVPD RIJCOSX def2/J DEFGRID3
* xyz 0 1
C 1.06876 -0.46244 2.89444
H -0.37390 -0.68736 0.93027
H -2.16388 0.87194 0.74804
H -2.11305 1.84399 -0.69826
S -0.23507 -1.36706 2.66948
C -1.77399 0.87598 -0.22398
F -2.30373 -0.06219 -1.00432
S -0.01386 0.69601 -0.13789
S 2.46614 0.23434 3.05469
*
```

Here are the Mulliken charges for atoms 1 to 4, given in e: 0.5650 0.0638 0.2224 0.2265

Record 2
Entry from OMol25: a molecular structure, C14H42BCl6CsO16P4 (ωB97M-V/def2-TZVPD).

Properties
E_HOMO: -9.67 eV
LUMO level: -0.329 eV
Strongest force on any atom: 0.0860 Eh/bohr

Structure (ORCA input):
```
! wB97M-V def2-TZVPD RIJCOSX def2/J DEFGRID3
* xyz 0 1
O 1.35715 0.04422 5.61293
C 6.64620 4.91833 -2.47898
H -4.54962 -7.36317 -4.07510
H -1.49534 1.65014 4.98792
C -0.26321 -3.96956 -1.80455
C -1.32543 2.19705 -3.70672
O -3.13099 -5.88294 -3.57810
H -0.24568 -1.10068 -0.70842
H -5.92220 2.00790 1.43953
Cl -2.74548 2.35257 -4.59032
O 0.69789 0.75719 3.09307
H 1.14542 4.50313 -1.62344
H 0.47228 -0.29803 -2.16083
Cs -3.13525 -1.40839 -0.25981
Cl 4.00470 -0.32475 0.42358
C -1.15461 -7.58954 -1.51281
O 2.99515 4.69458 -2.66916
H -0.26147 -2.97268 -2.24537
P -3.26538 2.39939 2.11481
H 3.58127 -1.30532 5.29010
H -1.39062 1.42328 -2.94178
H -6.30444 3.71028 1.83152
H 2.93360 0.63866 -2.16213
H 2.16124 1.83348 -3.28322
O 4.44052 3.85482 -0.56657
O -4.63248 3.08108 2.65369
H 0.80436 -4.16030 -1.91413
H -0.65883 0.22786 1.59498
C -2.47221 2.00793 4.66263
C -4.42791 -6.37782 -3.62522
H -0.23818 0.68469 -0.95970
O 3.99253 2.42749 -2.63254
O -1.03285 -4.90306 -2.57398
H 3.63437 -2.26222 3.78982
C 3.81829 -1.28057 4.22647
O -2.28028 2.68708 3.42125
B -0.30969 -0.28980 -1.41740
C -1.35186 3.61052 0.74589
H -4.97892 -5.66259 -4.23590
Cl 3.81241 -2.24822 -1.71987
C 1.97130 5.19672 -1.78137
P -2.51067 -5.33415 -2.17994
H -0.75412 -3.00317 4.63144
O 0.61205 -1.67796 3.73713
O 5.42478 4.46058 -3.02128
H -0.83656 -1.32165 5.18611
H 0.86911 -0.52331 1.36006
P 4.24809 3.89314 -2.03697
H 0.81483 1.13887 1.10236
O -3.35057 -4.28884 -1.49620
O -2.75128 3.41980 0.93379
H 6.59381 5.13815 -1.41266
H -1.24006 -0.36523 -1.95865
H -1.44298 -1.87262 3.55944
H 1.52291 6.11134 -2.16930
Cl -0.04373 1.76437 -4.84754
O -2.21988 -6.69102 -1.26771
H -0.36332 -7.34846 -0.80300
H -0.46863 -4.01825 -0.73519
H -4.91556 -6.34356 -2.65098
C 2.78107 1.69187 -2.39787
C 0.40730 0.37656 1.76634
H 7.41028 4.17585 -2.70922
H -1.49704 -8.61960 -1.41372
Cl -1.06253 3.85431 -3.00987
H -3.17480 1.17501 4.68949
O 2.93793 -0.39747 3.53923
H 2.37425 5.44944 -0.80062
H -1.18366 4.65368 1.01353
H 2.05747 -1.10260 -0.83787
H -0.76945 3.01208 1.44644
H 2.25101 2.02982 -1.50740
P 1.41737 -0.25797 4.12888
C -0.66772 -1.96207 4.32040
H 4.88198 -1.06416 4.12742
H -2.71750 2.71097 5.45867
C -5.93414 2.76359 2.22494
H -1.10216 3.46638 -0.30529
O -3.44105 0.94667 1.76307
H -6.55142 2.46400 3.07189
Cl 2.51001 -2.84087 0.67358
H -0.81373 -7.56320 -2.54780
H 6.83736 5.91295 -2.88183
C 2.96522 -1.52202 -0.40407
*
```

Here are the Mulliken charges for atoms 1 to 4, given in e: -0.7468 -0.7077 0.2694 0.1909

Record 3
Entry from OMol25: a molecular structure, C29H24AsN3O2RuS (ωB97M-V/def2-TZVPD).

Properties
E_HOMO (alpha / beta): -10.66 / -10.60 eV
⟨S²⟩: 0.809
Energy above the lowest of the compared OMol25 structures with the same formula, charge and spin: 58.86 kcal per mole
LUMO level (alpha / beta): -4.977 / -4.695 eV
Strongest force on any atom: 0.0482 Eh/bohr

Structure (ORCA input):
```
! wB97M-V def2-TZVPD RIJCOSX def2/J DEFGRID3
* xyz 1 2
H -0.77643 -2.23742 3.41924
H 1.83632 4.29401 2.73449
As -1.17431 -0.48120 -1.41874
C -3.79555 0.71952 -4.47371
H -0.63599 -6.19079 -2.43012
C -0.73375 -5.13327 -2.24775
C 2.63150 2.30646 2.65943
C 0.68417 0.14440 -1.49393
H -0.93601 1.28493 -6.18300
C 2.13965 2.06833 -1.40509
H 4.23522 1.65858 -1.58031
S 0.16162 -2.67119 0.75217
C -3.89978 -0.16610 4.06252
H -1.63414 -4.72276 -4.15100
N 0.35801 2.39131 2.23140
C -2.96106 1.08069 -5.51859
C 3.24125 1.23696 -1.55301
H 3.91953 -0.77981 -1.81198
C 0.86773 1.52626 -1.36321
H 1.66581 -1.75191 -1.78172
H -4.78052 0.44251 4.19479
C -3.25380 0.28524 -3.27626
H 3.63518 0.42946 2.68744
C -2.36959 -1.83765 4.81527
H -4.86623 0.78291 -4.58896
C -3.50600 -1.07393 5.03418
H -3.40499 0.64507 2.12333
H 5.78550 3.76409 4.29412
C 4.85545 2.00968 3.49859
C 4.90632 3.35856 3.81690
H -3.38058 1.42851 -6.44936
H -4.07107 -1.18271 5.94830
H 3.87790 5.23893 3.75589
C -3.14475 -0.05943 2.90590
O -0.71358 1.81219 1.90189
C 3.71872 1.47982 2.91690
H 0.04257 0.51926 -4.05457
Ru -0.55206 -0.29981 0.96237
C -1.28789 -4.30942 -3.21657
H -2.03346 -2.56019 5.54258
C -1.58577 1.00403 -5.36847
O 1.47032 0.48517 1.77255
C 3.06569 -0.13210 -1.68018
H -1.79993 -2.29504 -3.75248
C 2.68663 3.66697 2.94370
H -3.89978 0.01018 -2.44618
C -0.30170 -4.59851 -1.05218
H -0.00540 2.17275 -1.26551
N -2.06357 -0.80329 2.69420
N 1.44101 1.72067 2.17301
H 5.68863 1.35710 3.71645
H 0.14483 -5.22719 -0.29624
C -1.39629 -2.94625 -2.98579
C -0.97867 -2.38597 -1.78432
H 2.27541 3.13803 -1.33132
C -0.43701 -3.23022 -0.79540
C 1.79506 -0.68186 -1.65414
C -1.67394 -1.66401 3.63063
C -1.87143 0.20247 -3.12475
C 3.83053 4.18635 3.52072
C -1.03553 0.57064 -4.17412
*
```

Here are the Mulliken charges for atoms 1 to 4, given in e: 0.3420 0.4861 1.5217 -0.6987

Record 4
Entry from OMol25: a molecular structure, C13H14AuBN3 (ωB97M-V/def2-TZVPD).

Properties
E_HOMO: -4.58 eV
LUMO level: 2.906 eV
Strongest force on any atom: 0.0127 Eh/bohr

Structure (ORCA input):
```
! wB97M-V def2-TZVPD RIJCOSX def2/J DEFGRID3
* xyz -1 1
N 1.87550 -0.07324 0.17951
H 3.84514 -0.01080 -0.53276
H 3.84031 -2.51541 -0.61152
H 2.66550 0.88533 -1.49429
H 2.17435 -4.31705 -4.12238
C 1.97394 -0.24495 3.90254
H -1.31818 -0.18685 3.94760
C 1.72205 -2.24029 -3.82030
H -5.26298 -0.86542 -1.36604
C -0.25810 -0.19662 3.72974
N 0.17637 -0.13309 2.47310
C 2.31701 -3.45008 -3.48958
H 1.41348 -0.19269 -3.24334
C 1.54285 -0.16017 2.56344
Au -0.16810 -0.09377 -0.19592
C 2.82285 -0.03255 -0.92445
H 3.41949 -0.12112 1.51863
H 2.99645 -0.28435 4.25132
C 2.33428 -0.11620 1.39295
C 2.66774 -1.21782 -1.84786
H -5.18116 1.14926 -1.35019
C 0.81142 -0.27012 4.66231
H 1.10897 -2.16188 -4.70901
H 3.54491 -4.49044 -2.06651
B -4.87330 0.12309 -0.76941
H 0.73097 -0.33108 5.73754
C 3.08519 -3.54762 -2.33535
C -3.27270 0.05988 -0.73614
N -2.12100 0.02200 -0.77450
H -5.26821 0.13006 0.38357
C 3.25494 -2.43662 -1.52134
C 1.89866 -1.13124 -3.00105
*
```

Here are the Mulliken charges for atoms 1 to 4, given in e: -0.2824 0.5310 0.3534 0.3343

Record 5
Entry from OMol25: a gas-phase ion, C19H31BrNO2S (charge +1) (ωB97M-V/def2-TZVPD).

Properties
E_HOMO: -11.67 eV
LUMO level: -2.836 eV
Strongest force on any atom: 0.0344 Eh/bohr
SMILES: COCCCC[C@@H]1O[C@@H](C[C@H](C)Br)[C@H](S)[NH2+][C@@H]1Cc1ccccc1

Structure (ORCA input):
```
! wB97M-V def2-TZVPD RIJCOSX def2/J DEFGRID3
* xyz 1 1
C 0.41009 -3.12490 1.43836
N -0.77189 -2.73790 0.58403
C -2.59625 2.69750 0.62623
H 1.76519 -2.95312 5.45761
H -0.31796 -0.72249 -2.35255
H 2.45279 0.21280 -1.63584
H 2.88957 -2.68084 4.15882
H -1.89270 0.94789 1.59437
H 1.33368 -0.80682 4.72405
H 0.57192 -0.26462 2.36473
C 0.97633 4.54249 -2.00095
H -3.01971 0.52330 -2.53608
H -2.02202 -1.30918 -1.49109
O 2.01000 3.57904 -1.99874
H 0.13790 1.30893 -3.29197
H -0.82872 -3.28107 -0.27628
H 0.98409 -4.44440 -0.52272
H 0.99857 -1.91169 -2.06486
C 1.87757 2.59288 -3.00355
C 1.48618 -2.02872 1.48691
H 0.02383 -3.38988 2.40968
C -3.24441 2.47537 -1.67875
C -2.25977 1.34349 0.65732
H 0.44496 1.79739 -1.64199
H 2.41636 -2.55549 1.65409
H 1.45746 -3.73589 3.94084
C -0.82718 -1.26617 0.31018
C 1.62605 0.12044 -2.33370
H 0.13284 4.25408 -2.62580
H -0.92650 -0.79874 1.28223
H 0.59774 4.68831 -0.99169
H 0.51044 0.28927 -0.09832
C -2.08132 -0.93269 -0.47568
C -2.90530 1.12465 -1.64549
H 2.00840 -0.20328 -3.29797
Br -0.86820 -1.81883 4.27839
O 1.64220 -1.37613 0.25472
H -3.63338 2.90614 -2.58722
H -3.36998 4.31069 -0.56266
C -2.41281 0.53758 -0.47763
H -1.61309 -2.96690 1.11644
H -2.48224 3.30348 1.50925
C -3.09683 3.26998 -0.54284
C 1.83507 -2.82007 4.38274
H -2.91637 -1.47431 -0.01650
H 1.47331 3.05404 -3.90334
H 1.37415 5.49821 -2.33590
S 1.11743 -4.70145 0.78647
C 1.32741 -1.00237 2.61822
C 1.06235 -1.56898 4.00592
C 0.92959 1.46345 -2.56057
C 0.47342 -0.77853 -0.31921
C 0.60738 -0.92422 -1.82815
H 2.26785 -0.45806 2.67307
H 2.86450 2.19634 -3.21666
*
```

Here are the Mulliken charges for atoms 1 to 4, given in e: -0.9215 0.2390 -0.8318 0.4483

Record 6
Entry from OMol25: C3H6N2O in the gas phase (ωB97M-V/def2-TZVPD).

Properties
E_HOMO: -10.75 eV
Energy above the lowest of the compared OMol25 structures with the same formula, charge and spin: 31.79 kcal per mole
LUMO level: 0.629 eV
Strongest force on any atom: 0.0217 Eh/bohr
SMILES: N#C[C@H](O)CN

Structure (ORCA input):
```
! wB97M-V def2-TZVPD RIJCOSX def2/J DEFGRID3
* xyz 0 1
H 1.13255 1.56600 0.27869
O 1.11886 -0.14429 1.36402
H 0.37946 -0.78067 1.46383
H -1.23635 -1.55239 -0.27549
C -0.67320 0.43540 -0.18584
C 0.84233 0.51429 0.16997
N -1.23478 -0.78359 0.38541
C 1.63254 -0.02154 -0.97388
H -0.79382 0.50340 -1.27391
H -2.18743 -0.63919 0.69769
H -1.17725 1.29502 0.26273
N 2.19708 -0.39243 -1.91322
*
```

Here are the Mulliken charges for atoms 1 to 4, given in e: 0.2364 -0.5633 0.4479 0.1888